A molecular structure, C14H39BClNO4P2Si2 at a distorted geometry. Source: the Open Molecules 2025 dataset; level of theory: ωB97M-V/def2-TZVPD.

Each line ends with the Löwdin charge.
Element x y z (Å)
C  3.69  -0.31  1.79  -0.068
C  4.72  0.81  1.69  -0.241
O  4.54  1.66  0.52  -0.176
P  3.36  2.70  0.62  0.440
O  2.63  2.70  1.88  -0.258
C  2.20  2.20  -0.70  -0.224
C  0.82  2.86  -0.53  -0.371
P  -0.48  1.70  -0.05  0.747
Cl  -0.07  0.83  1.70  0.505
B  -2.17  2.66  0.25  -0.586
O  -3.22  2.33  -0.49  0.159
C  -2.15  3.76  1.37  -0.180
C  -3.57  4.11  1.90  -0.083
O  4.06  4.07  0.25  -0.169
C  3.21  5.23  0.38  -0.283
C  4.09  6.45  0.23  -0.064
H  3.98  -1.14  1.16  0.080
H  2.70  0.02  1.50  0.016
H  3.70  -0.67  2.81  0.089
H  5.67  0.32  1.52  0.117
H  4.81  1.37  2.61  0.112
H  2.11  1.13  -0.55  0.076
H  2.63  2.33  -1.69  0.105
H  0.50  3.22  -1.51  0.106
H  0.80  3.72  0.13  0.075
H  -0.71  0.72  -1.03  0.024
H  -3.68  3.12  -0.82  0.140
H  -1.69  4.66  0.95  0.109
H  -1.58  3.39  2.21  0.089
H  -3.59  5.16  2.14  0.074
H  -4.36  3.89  1.19  0.064
H  -3.74  3.59  2.83  0.082
H  2.73  5.27  1.35  0.116
H  2.46  5.27  -0.42  0.110
H  4.81  6.28  -0.56  0.081
H  4.66  6.62  1.15  0.081
H  3.52  7.33  -0.02  0.079
C  -2.62  -7.06  -1.83  -0.211
Si  -2.60  -5.22  -1.41  0.209
C  -3.88  -4.96  -0.04  -0.206
C  -3.21  -4.30  -2.95  -0.207
N  -1.03  -4.81  -0.95  -0.234
Si  -0.55  -3.27  -0.50  0.185
C  -1.44  -2.61  1.04  -0.202
C  -0.77  -1.97  -1.87  -0.197
C  1.29  -3.32  -0.08  -0.201
H  -3.62  -7.39  -2.13  0.010
H  -1.93  -7.28  -2.64  0.013
H  -2.32  -7.65  -0.96  0.014
H  -4.83  -5.45  -0.29  0.012
H  -4.11  -3.89  0.10  0.000
H  -3.53  -5.37  0.91  0.018
H  -2.45  -4.32  -3.73  0.017
H  -3.45  -3.26  -2.73  -0.001
H  -4.12  -4.77  -3.35  0.012
H  -2.47  -2.32  0.81  0.008
H  -0.91  -1.72  1.39  -0.059
H  -1.45  -3.34  1.84  0.026
H  -0.37  -2.34  -2.81  0.026
H  -0.22  -1.04  -1.61  -0.039
H  -1.82  -1.70  -2.01  0.008
H  1.87  -3.65  -0.94  0.018
H  1.48  -4.01  0.75  0.019
H  1.66  -2.32  0.22  -0.014

Computed properties:
**Charge**: 0
**HOMO**: -0.204 Ha
**HOMO-LUMO gap**: 3.7 eV
**E**: -72365.7160 eV